{
  "formula": "C33H34N4O6",
  "method": "ωB97M-V with the def2-TZVPD basis set",
  "symbols": ["C", "C", "H", "H", "H", "C", "C", "C", "C", "C", "O", "O", "C", "H", "H", "N", "N", "H", "O", "H", "C", "H", "H", "C", "C", "C", "H", "C", "O", "C", "H", "O", "H", "C", "H", "H", "C", "H", "C", "C", "H", "C", "H", "H", "C", "H", "C", "C", "C", "H", "C", "H", "C", "H", "H", "C", "O", "C", "N", "C", "H", "H", "C", "H", "C", "N", "H", "H", "H", "H", "H", "C", "H", "C", "H", "C", "H"],
  "xyz": [[-0.97781, -2.85653, -0.07322], [-2.08736, -1.95813, -0.63244], [2.22065, 5.01838, 1.76163], [-2.58772, -2.33136, -1.52965], [1.76434, -0.27501, 0.84652], [-1.80405, -2.95028, 1.22223], [3.78632, 1.50703, 0.41124], [-4.60513, 0.15763, -0.68234], [-0.83465, 1.44043, 2.01746], [3.82113, 0.03798, 0.34425], [-1.69180, 1.37123, -1.83868], [4.75028, 2.24140, 0.48481], [-5.66260, 0.43709, -1.52994], [0.93440, 4.78389, -0.45402], [-7.97874, -1.63281, -0.21137], [-1.00139, 1.27123, -2.83501], [-2.87231, -2.19059, 0.57734], [0.62737, 0.56609, -4.80406], [0.26211, -2.18348, 0.04598], [6.32033, 0.96407, 0.67574], [-5.97409, -1.41150, 0.49850], [-3.66505, 0.67077, -0.81704], [-7.70443, 0.01865, -2.02514], [-6.87875, -0.20311, -1.36453], [1.96911, -0.28628, -1.26483], [-2.96866, 2.37302, 2.54326], [3.25269, 3.68585, 2.29242], [2.24273, -0.29821, -3.66785], [1.32559, -4.16607, 0.15590], [1.08905, 3.70940, -0.41879], [-3.98373, -1.57509, 2.16519], [-1.32757, 1.66407, -3.93578], [-3.57104, 3.19206, 2.90871], [1.37592, -2.94046, 0.14965], [-0.82076, -0.53550, 1.25315], [1.16438, 3.33316, -1.43608], [-3.57619, 1.20097, 2.13803], [0.15744, 0.62749, -0.56381], [0.74754, 0.34581, -1.42065], [2.32810, 3.93764, 1.77812], [-1.33029, -2.47990, 2.08837], [6.34540, -0.11824, 0.62697], [-5.53325, 1.15940, -2.32234], [0.23295, 3.24558, 0.06429], [-2.82608, 0.13137, 1.65408], [1.49087, 3.50644, 2.32097], [2.57953, -2.15659, 0.22684], [2.70891, -0.60457, -2.39835], [2.48638, -0.64764, 0.11209], [3.66360, -1.09692, -2.28341], [-4.75372, -0.76879, 0.34203], [6.98617, -0.42192, -0.20047], [3.79587, -2.78459, 0.31685], [-0.82745, -3.80952, -0.58492], [2.83421, -0.55089, -4.53457], [2.36684, 3.40368, 0.34976], [2.53168, 1.97643, 0.36225], [-1.44623, 0.26598, 1.60699], [4.95107, -2.04269, 0.33805], [-1.59052, 2.49998, 2.48121], [-1.11504, 3.41815, 2.79604], [-1.77378, -0.92567, -0.79851], [1.02007, 0.32432, -3.82866], [4.81559, -4.56549, 0.28743], [-7.03231, -1.12915, -0.34717], [3.92902, -4.12025, 0.44387], [3.23506, 3.83197, -0.16867], [-4.65200, 1.10924, 2.18821], [5.82353, -2.52960, 0.48421], [-6.09638, -2.13816, 1.28919], [6.77056, -0.50978, 1.55101], [4.97064, -0.66593, 0.42937], [0.24320, 1.51678, 1.97146], [0.27977, 0.63754, -2.69438], [3.05962, -4.63832, 0.32580], [-3.58608, -1.12335, 1.24372], [-2.12302, -3.95983, 1.49548]],
  "lumo_ev": -0.332,
  "smiles": "CC1=C(C(=O)OC(C)C)[C@@H](c2cccc([N+](=O)[O-])c2)C(C(=O)OC2CN(C(c3ccccc3)c3ccccc3)C2)=C(N)N1",
  "homo_ev": -8.26,
  "total_energy_ev": -53016.5835
}

{
  "formula": "CH3F2P",
  "method": "ωB97M-V with the def2-TZVPD basis set",
  "symbols": ["F", "C", "H", "P", "H", "F", "H"],
  "xyz": [[2.59079, 0.50500, -0.72008], [1.39495, 0.38786, -0.17386], [0.55339, -1.43770, -1.87098], [-0.01926, -0.27539, -1.25820], [-0.61228, -0.99233, -0.18051], [1.82122, -0.63797, 1.17683], [1.03528, 1.24799, 0.28270]],
  "lumo_ev": 0.515,
  "homo_ev": -10.66,
  "total_energy_ev": -15807.2034
}

{
  "formula": "CHN",
  "method": "ωB97M-V with the def2-TZVPD basis set",
  "symbols": ["H", "N", "C"],
  "xyz": [[-0.04128, 1.10906, 0.00000], [0.02064, -1.12714, 0.00000], [0.02064, 0.01808, 0.00000]],
  "lumo_ev": 1.053,
  "smiles": "C#N",
  "homo_ev": -12.83,
  "total_energy_ev": -2542.4179
}

{
  "formula": "C3H11NO",
  "method": "ωB97M-V with the def2-TZVPD basis set",
  "symbols": ["C", "H", "H", "H", "H", "C", "O", "H", "H", "N", "C", "H", "H", "H", "H", "H"],
  "xyz": [[-0.20968, 0.64297, -0.74369], [-2.10725, -0.18173, -0.14505], [-0.39477, 0.55225, -1.82135], [-0.77865, -0.51392, 0.94551], [3.84858, -1.12379, 2.33759], [-1.04889, -0.47300, -0.12207], [3.31582, -1.20943, 1.55589], [-1.18366, 1.92570, 0.72931], [-0.09999, 2.80904, -0.37421], [-0.97362, -1.73801, -0.83174], [-0.80164, 1.97737, -0.29662], [0.84751, 0.53338, -0.51389], [2.37847, -1.08445, 1.80900], [-0.89551, -2.52325, -0.20294], [-1.70137, 2.21739, -0.85747], [-0.19533, -1.81053, -1.46826]],
  "lumo_ev": 0.723,
  "smiles": "CCCN.O",
  "homo_ev": -9.15,
  "total_energy_ev": -6826.6510
}

{
  "formula": "C58H149N11O18",
  "method": "ωB97M-V with the def2-TZVPD basis set",
  "symbols": ["N", "C", "H", "C", "H", "H", "C", "H", "H", "C", "H", "H", "H", "H", "O", "H", "H", "C", "C", "C", "N", "H", "H", "H", "H", "C", "H", "C", "H", "H", "H", "H", "H", "H", "H", "C", "H", "C", "C", "C", "O", "C", "O", "O", "H", "O", "H", "H", "C", "H", "C", "H", "N", "H", "C", "C", "H", "H", "H", "C", "H", "H", "N", "H", "H", "C", "H", "C", "H", "C", "H", "H", "H", "H", "C", "C", "H", "O", "H", "H", "H", "H", "H", "N", "H", "O", "O", "H", "C", "H", "H", "H", "H", "H", "H", "H", "H", "O", "H", "H", "C", "C", "C", "C", "H", "H", "C", "H", "H", "H", "H", "H", "C", "H", "H", "C", "O", "H", "H", "H", "N", "H", "N", "H", "C", "H", "C", "H", "C", "H", "C", "H", "H", "C", "H", "O", "H", "H", "H", "H", "H", "C", "C", "H", "H", "H", "O", "H", "H", "C", "O", "H", "H", "H", "H", "H", "H", "H", "H", "C", "H", "O", "N", "H", "H", "C", "C", "H", "C", "O", "C", "H", "O", "H", "H", "H", "H", "N", "H", "H", "H", "C", "H", "O", "C", "H", "N", "C", "H", "H", "H", "H", "H", "H", "H", "H", "H", "C", "H", "H", "H", "H", "H", "C", "H", "H", "H", "C", "H", "O", "H", "H", "C", "H", "H", "H", "H", "C", "H", "N", "H", "H", "H", "C", "C", "H", "H", "H", "H", "C", "C", "H", "C", "H", "H", "H"],
  "xyz": [[1.69191, -5.60729, -5.74105], [6.06454, 8.24778, 2.86215], [3.46638, -2.41974, 5.98926], [0.74575, -4.55897, -5.60616], [1.95906, 6.06586, 0.57737], [6.24612, -3.26165, 3.32284], [-1.06419, -2.36092, -1.46099], [-7.52452, -1.95717, -3.80783], [-3.88128, -2.84594, -2.98108], [-4.71628, 1.56551, -2.36198], [-1.36520, 3.08485, 5.15845], [-3.77762, 2.50473, 5.42975], [7.73073, 8.14472, 4.30140], [4.02871, 0.13873, 4.46290], [-0.20496, -1.23471, -1.57732], [-4.15271, 2.87799, 3.16373], [0.72507, 10.66551, 1.47854], [-1.69768, 2.33228, 5.87343], [5.38547, 9.30462, 9.35885], [6.11262, 7.27492, 6.50889], [-4.39585, -8.05559, -2.74381], [4.47939, -5.09156, -1.49780], [5.04332, 2.82470, -4.67156], [-1.80401, 0.02621, -1.19650], [5.35001, -1.98003, 2.67211], [5.43718, 1.81957, -4.82216], [3.14706, 1.48600, -3.54547], [-1.65545, -6.44464, -0.98261], [-0.68148, 0.57915, -2.29438], [5.93741, 5.64788, 0.65065], [0.96950, -6.19688, -1.98526], [-3.42671, 1.85746, 1.87075], [6.12197, 10.10805, 9.34568], [-7.98620, -4.18875, -3.33898], [-3.17088, -8.44212, -7.49880], [3.70099, -4.59234, -0.92077], [0.37266, -1.68851, 2.12514], [2.04096, -6.18766, -1.78531], [3.92636, -0.38780, -0.92961], [4.13386, -1.86711, 5.32809], [-5.44558, -4.01016, -2.35855], [1.37057, 9.79118, 1.39496], [-2.80805, 1.59609, 3.75263], [4.27803, 0.98914, -1.12888], [-0.79412, -5.87762, -6.00284], [-8.89385, -6.45384, -3.68397], [-3.45705, -7.72110, -2.90776], [5.68531, 9.26839, 6.90701], [-5.35645, 0.15423, -4.32074], [-8.87716, 0.16402, -4.71257], [-9.85088, -5.44381, -3.58885], [-4.55600, 1.04912, 2.73193], [3.14336, 8.74302, 5.79001], [4.44253, 9.75930, 9.05516], [-4.96154, -7.38412, -1.52206], [0.03667, 0.46127, -0.08345], [6.38671, 1.79648, -5.35692], [4.09748, 2.91081, -0.10802], [0.95129, 9.15689, 0.61395], [-3.85386, 1.87074, 2.87349], [0.89732, 0.71196, 6.93890], [7.29857, 8.60861, 7.47156], [-0.82899, 1.23174, 5.94586], [5.31326, 9.01211, 10.40639], [0.76525, 1.73471, 2.09654], [-2.68702, -8.53600, -6.52660], [1.49433, -5.03291, 1.40336], [-6.75311, -0.26016, -4.88241], [5.83084, -1.13287, -1.48922], [1.29665, -3.54314, -4.59567], [4.23524, -0.52240, 0.10701], [-7.91613, 1.54938, -4.98489], [-1.03902, 4.10347, 1.59551], [-4.50982, -7.19864, 0.47992], [-9.47068, -7.65296, -4.21820], [-0.72572, 0.02664, -1.35583], [-0.67253, -3.26908, -1.00279], [6.14697, 6.95073, 2.27507], [-4.38721, -9.56719, -4.65285], [3.15175, -2.59191, -0.14811], [-2.55128, -9.58667, -6.27013], [5.82284, 6.63067, 4.49768], [2.61652, 2.07286, -0.48208], [-8.39805, -3.57064, -2.65456], [-7.89774, 0.83948, -3.40018], [-2.95771, -6.29456, -0.27318], [-5.47666, 0.45942, -2.88587], [1.04848, 3.38065, -4.90029], [0.44989, -2.37951, 2.96458], [3.59921, -2.14067, -6.66630], [-5.09064, -6.63711, -4.29426], [0.45428, -2.85341, -4.54288], [-1.75265, -6.80499, -2.00672], [-1.34846, -4.66317, -5.04906], [-0.68758, 0.84108, 5.02526], [2.55441, -6.58128, -2.66253], [0.55949, -4.11056, -6.58204], [2.57281, -2.92412, -4.99294], [-0.99984, 1.90900, 2.15240], [-5.64855, -8.08277, -1.04457], [1.75511, 2.82049, -5.51266], [2.56604, -2.23032, -6.33070], [4.79928, -1.19093, -1.83654], [2.22707, 8.37443, 4.69822], [4.05520, 8.75593, 5.35587], [6.65581, 8.91220, 2.23204], [5.66641, -2.39142, 3.63063], [-8.60698, -8.27744, -4.44651], [-5.21670, 2.45673, -2.74064], [2.68190, -0.29599, 5.46407], [-10.06812, -7.60089, -5.12840], [-1.49484, -2.69199, -2.40599], [1.30084, 5.57867, 1.29675], [1.57314, 0.80357, -6.16753], [-10.82326, -5.89426, -3.38963], [2.45580, 4.41209, 4.97238], [2.48977, -4.77404, -1.64444], [3.10008, 8.02450, 6.49849], [2.66639, 3.41059, -5.41553], [1.47662, 3.04032, -6.54330], [2.47276, -1.17359, 3.58376], [5.62474, 1.75904, -3.75013], [-7.01811, -1.70519, -4.64458], [-9.64757, -5.15788, -1.63907], [-9.65856, -4.45588, -2.47283], [4.83005, -3.06127, 0.11100], [-0.09208, 2.23164, 1.64252], [-0.43933, -5.93624, -4.24388], [5.68709, 6.67615, 0.91160], [1.33901, 7.33731, 6.18872], [-7.71600, -3.77273, -1.37050], [-2.00369, -2.17148, -0.94182], [3.92900, 1.53949, 0.82483], [1.55142, -3.96565, 1.61733], [-0.97133, -7.12102, -0.47017], [-3.49319, -7.87593, -5.51604], [-4.58561, -0.60603, -4.44689], [1.95810, -2.67265, -7.11992], [-9.89085, -5.00561, -4.58609], [1.11106, 0.42298, -0.26325], [-5.45663, -6.44670, -1.77547], [6.67112, 8.39933, 4.27913], [3.35064, -0.68251, 4.69499], [-3.64577, 1.60765, -2.56283], [-4.80733, 1.48215, -1.27899], [0.32024, 7.35971, 4.65327], [1.34482, 3.60766, 5.31878], [0.13987, 3.82818, 2.84933], [-7.51991, -4.80983, -1.09833], [-6.33802, -3.14835, -1.52277], [5.69453, 8.20013, 8.67131], [-5.05331, 1.00467, -4.93144], [1.44641, -3.99321, -3.61429], [-1.16503, -5.47350, -1.04955], [0.74183, -0.86397, 4.51244], [2.95502, 9.99555, 3.45743], [-0.55835, -2.57209, 3.33128], [2.11369, -1.23873, -6.34541], [-1.72548, -8.03702, -6.64722], [3.13537, 1.00588, -4.52397], [2.57851, -3.74550, 1.90843], [1.06721, 4.17398, 0.97715], [5.82261, 7.49720, 5.01655], [6.61467, 9.43691, 4.60830], [5.05900, 8.65248, 2.74723], [3.64545, 1.92013, -0.15640], [1.25065, -1.73399, 4.09741], [-9.95476, -8.34323, -3.52733], [1.80642, 1.39117, -5.27961], [1.35992, 8.98568, 2.56619], [-3.01039, 1.77700, 5.16543], [0.70458, 1.41420, -3.49355], [4.23626, 1.26329, -5.38805], [3.04266, -1.91129, 3.19505], [2.13839, -6.73161, -0.84577], [-6.82733, -0.19764, -5.96808], [2.58016, 2.07430, 6.06990], [4.27441, -2.56481, -1.94097], [1.39504, 10.32041, 4.20143], [-3.28755, 0.85858, 5.68291], [5.01707, -1.61858, 5.91654], [6.22128, 8.45819, 7.40139], [0.15247, 2.54867, -0.42089], [0.85761, -3.78018, 2.81447], [0.49296, 1.65734, 6.57719], [2.87582, -0.63393, -1.08417], [-0.30523, 1.87988, 0.18188], [-5.14724, -7.65456, -3.90738], [7.08058, 6.77679, 6.56391], [1.63116, 5.60919, 2.33504], [-10.46925, -3.76666, -2.23649], [0.34710, 6.09637, 1.19449], [-3.29021, -8.19585, -0.29657], [2.32617, 10.20973, 1.07916], [4.76765, -0.84519, -2.86976], [3.05720, 3.89342, 4.22578], [0.34908, 8.77217, 5.78951], [-0.47206, -5.30587, -5.13251], [-6.09604, -2.09644, -4.51494], [1.58955, -2.37776, 4.90908], [1.76288, 1.63215, 4.74163], [2.24225, -5.18508, -6.47519], [-8.28725, -3.39227, -0.52372], [-3.89767, -7.29878, -0.41637], [6.30749, 7.36571, 0.33913], [-5.33347, -8.55810, -5.70559], [-1.80385, 2.77108, 6.86554], [3.98425, -3.15489, -0.57014], [1.25200, -3.39946, 0.73536], [4.57018, -2.83297, 4.36820], [3.46975, -2.60170, -2.55029], [3.08129, -0.05221, -4.26783], [-0.03303, 3.72562, 1.77802], [-3.52054, -4.56788, -2.49164], [-5.90913, -3.22771, -0.52384], [0.81874, -0.00118, -4.05667], [-6.15568, -2.11802, -1.82819], [1.59067, 2.22665, 5.63886], [2.03069, 5.34781, 4.60934], [0.72048, 0.94747, -4.38910], [3.15223, 4.69747, 5.76082], [-6.22469, -7.77617, -3.79600], [0.33056, 2.21147, 7.50168], [2.01648, 9.53663, 3.76830], [-4.57358, -8.52822, -4.92470], [5.33748, 6.55226, 6.76389], [-3.59406, -3.45575, -1.34385], [2.75197, 7.64971, 4.07584], [3.46751, -5.02782, 0.05080], [-4.09304, -3.66237, -2.29065], [-7.90701, 0.59308, -4.46192], [6.35541, -1.77418, 4.20715], [0.90099, 7.92513, 5.38206], [2.36393, -5.37576, -5.02351], [4.62477, 6.91565, 0.86445], [-0.32803, -0.15609, 0.73750]],
  "lumo_ev": 0.442,
  "smiles": "COC[C@H](C)N.COC[C@H](C)N.COC[C@H](C)N.COC[C@H](C)N.COCCNCCOC.COCCNCCOC.COCCNCCOC.COCCNCCOC.COCCNCCOC.COCCNCCOC.COCCNCCOC",
  "homo_ev": -8.43,
  "total_energy_ev": -115786.5972
}

{
  "formula": "C4H11NO",
  "method": "ωB97M-V with the def2-TZVPD basis set",
  "symbols": ["H", "H", "H", "H", "H", "H", "C", "H", "C", "H", "C", "O", "C", "H", "N", "H", "H"],
  "xyz": [[-0.29902, 0.72002, -0.94328], [-0.73908, 0.94402, -2.71226], [1.95744, 2.73175, 0.02226], [2.91019, 1.90262, -0.79524], [-0.54078, -0.94129, 2.89427], [1.35808, 2.58359, -2.73179], [0.96947, 2.29067, -1.73778], [0.26847, 3.12955, -1.58521], [-1.34271, -2.86312, 2.38232], [-0.73819, -1.16317, 1.08468], [-0.88156, -1.56942, 2.08887], [-1.67206, -3.74981, 1.47970], [0.02583, 1.01780, -1.94260], [-2.47113, -4.17419, 1.85610], [1.90322, 2.01703, -0.69378], [-1.43799, -3.07448, 3.45892], [0.72982, 0.19840, -2.12518]],
  "lumo_ev": [-5.238, -9.034],
  "total_charge": 1,
  "multiplicity": 2,
  "homo_ev": [-11.67, -11.63],
  "total_energy_ev": -7852.9536
}